99
Properties=species:S:1:pos:R:3:forces:R:3:lowdin_charge:R:1 method="wB97M-V/def2-TZVPD" multiplicity=1 e_above_lowest_ev=6.133 charge=-1 total_energy_ev=-80125.741 homo_lumo_gap_ev=6.07
O 0.20943 -1.04847 -0.47678 3.225 -0.764 1.481 -0.0552
O -0.65206 0.81388 0.26859 -0.184 4.338 2.602 0.1194
O -1.66164 -0.40717 -1.21100 -2.964 1.277 -1.029 -0.0329
O 2.82442 -3.75367 5.29084 -2.155 -2.609 -0.769 0.0025
O -2.99699 4.44037 -1.51729 -3.023 -0.925 -1.438 0.0170
O -4.70995 4.25699 -2.93738 0.391 0.157 0.888 0.0677
O 2.21492 1.14669 2.14602 -0.421 0.723 -0.352 0.0988
O 1.31686 1.33977 -6.42919 -2.530 -1.641 -1.437 -0.0857
O -5.96166 -2.93954 5.67593 1.144 1.458 -1.283 0.0472
O 2.38121 -5.83737 5.79648 -0.908 1.001 -0.954 0.0464
O 2.65773 8.46402 -2.19451 -0.200 -3.302 2.064 0.0127
O -4.51183 -1.49691 6.49995 -1.445 -1.681 -3.847 -0.0133
O 1.88875 0.06344 4.08936 1.877 1.476 -3.915 -0.0018
O 3.21952 7.33764 -0.34901 0.197 0.946 -0.833 0.0499
O 5.75772 2.11738 -1.14571 -0.369 -1.583 -0.979 -0.0300
N -4.10961 3.94910 -1.92104 2.371 -0.339 1.043 -0.3479
N -0.65313 0.28761 -6.02984 -0.818 0.343 -0.038 -0.1574
N 2.51490 0.32872 2.95123 -1.193 -2.540 4.978 -0.3300
N 2.60312 7.44029 -1.40936 0.950 2.743 0.236 -0.3685
N -5.00146 -2.17760 5.49241 1.298 -0.307 4.001 -0.3227
N 2.16268 -4.84316 5.09598 3.520 1.906 1.864 -0.3467
N 4.03171 0.89871 -1.89640 -4.050 -3.340 0.257 -0.1417
C -0.69815 -0.21053 -0.47903 -0.599 -5.003 -3.658 -0.9988
C 1.01039 6.27132 -3.01284 -0.638 -7.934 7.995 0.0798
C 3.60565 -0.34705 -2.60821 0.446 -1.206 4.314 -0.0275
C -6.43998 1.44561 0.06741 2.416 3.565 -2.353 -0.0679
C -4.61757 2.85129 -1.07473 -1.596 -4.512 2.614 -0.0138
C -1.72101 -0.63965 -6.53533 -6.764 17.392 6.545 0.0477
C -0.58761 -6.12783 2.67573 1.643 -0.708 1.561 -0.0803
C 0.32873 0.63273 -6.85837 4.219 3.386 4.671 -0.3052
C 0.55752 -4.17009 1.56390 0.355 0.554 5.403 -0.0148
C 1.36130 -3.83059 2.80424 -2.018 -4.421 1.697 0.0762
C -6.14270 2.55798 -0.88168 13.953 -8.716 6.721 0.0722
C -4.73456 -2.68086 2.92757 0.172 1.096 1.412 -0.0205
C 1.31500 5.35641 -0.46595 0.813 -0.392 -6.113 0.0883
C -4.02979 -2.65884 1.66431 4.825 1.725 8.988 -0.0196
C -0.01905 3.95031 -2.22185 1.772 3.218 0.353 -0.0255
C 1.78226 6.33277 -1.64061 -6.106 -3.369 -2.141 -0.0732
C -2.54678 -2.30429 1.79669 -2.273 -0.584 -3.733 -0.0702
C -3.99743 0.94725 0.75377 -10.343 8.787 -11.240 0.0566
C 4.41728 -1.35356 3.73809 0.070 -1.037 -3.378 0.0608
C 2.91382 1.72241 -1.41246 2.202 1.572 -1.206 -0.0192
C 4.77022 -2.01614 0.79221 -1.436 1.466 2.886 -0.0253
C -1.90022 -1.90845 2.94917 -2.514 0.652 3.839 -0.0746
C 1.29860 -4.90851 3.97482 -3.668 -0.827 -4.074 -0.1321
C 3.59713 -0.60949 2.69716 3.465 -3.346 -1.661 -0.1380
C -4.20579 -2.23608 4.26754 5.049 0.298 -4.017 -0.0944
C -3.57026 1.86833 -0.41041 -12.326 0.829 4.350 0.1417
C -5.44714 0.72723 0.80479 1.637 -0.936 0.200 -0.0606
C 5.29811 1.09834 -1.69486 3.576 0.877 1.673 -0.3846
C -0.49543 -5.24545 1.58015 3.977 1.672 3.254 -0.0782
C -0.67030 0.77497 -4.60958 -1.104 2.874 1.295 -0.0527
C 5.43287 -2.90223 1.83696 -1.351 3.661 -0.977 -0.0626
C 0.17304 5.03207 -3.27641 0.932 0.150 2.917 -0.0216
C 3.78966 -0.93312 1.25457 2.340 -2.389 1.494 0.0315
C -2.65339 -1.86494 4.29327 -4.379 -1.328 -1.485 0.1057
C 0.60458 4.12707 -0.87337 0.661 7.206 -6.288 -0.0494
C 0.33223 -6.04742 3.91560 0.494 1.147 -1.880 0.0362
C 5.29742 -2.56357 3.26378 -3.895 4.695 -4.289 -0.0371
H -1.21553 -5.25057 0.83739 -1.034 -0.238 -1.594 0.0649
H 3.17926 2.23841 -0.53783 0.628 0.280 1.624 0.0679
H -3.37175 0.49444 1.20903 7.799 -6.039 5.745 -0.0385
H -2.29967 -0.48757 -5.54386 -0.737 -1.104 -2.531 0.1374
H -1.58412 0.52565 -3.82854 0.930 0.911 -3.000 0.1281
H -0.06713 0.20956 -3.95714 2.083 -0.570 0.144 0.0387
H -0.34955 4.93983 -4.27637 0.764 0.079 1.413 0.1009
H -0.93992 -1.39302 2.96365 0.054 -0.738 -0.207 0.0935
H 2.85955 2.55399 -2.09359 -0.648 0.334 -0.639 0.0914
H 3.27116 -0.00223 -3.45150 -2.389 1.437 -5.054 0.0238
H 0.43928 0.30299 -7.83733 -0.852 -1.021 -1.990 0.1085
H -0.65333 3.04842 -2.39908 0.748 0.951 0.024 0.0855
H -2.00949 -2.31952 0.71346 -0.886 0.376 2.876 0.1502
H 1.97122 1.27659 -1.27542 -0.835 -1.301 -0.217 0.0668
H 1.14806 6.81314 -3.80184 1.167 3.804 -4.081 0.0134
H -5.67574 -0.23992 1.37028 -0.323 1.843 -0.398 0.0995
H 0.49434 3.48554 -0.16775 -1.064 -4.366 4.292 0.0076
H -2.04276 -0.35734 -7.44953 -1.795 1.206 -2.554 0.0671
H 3.19588 -0.41192 0.49238 0.283 -0.217 0.461 0.0779
H 4.89956 -2.06610 -0.35193 -0.088 -0.363 2.173 0.0979
H -2.70290 1.96432 -0.72483 8.250 0.754 -2.399 -0.0336
H 0.23316 0.82337 0.61535 0.720 0.111 0.729 0.0787
H 0.31697 -6.89996 4.74816 0.011 2.275 -2.031 0.1379
H 1.79799 5.42792 0.48903 -0.027 0.211 0.246 0.0832
H 5.47823 -3.30849 3.91664 1.334 -1.860 2.603 0.0309
H -0.32908 2.00200 -4.51346 -1.103 -3.801 -0.498 0.1412
H -4.48730 -2.84652 0.81568 -1.886 -1.008 -4.042 0.0353
H 4.48830 -0.83284 -2.80731 2.184 -1.274 -0.724 0.0320
H -2.37146 -1.67661 5.38184 0.451 0.135 -2.024 0.1070
H 6.00354 0.16432 -1.99888 -1.419 1.985 0.367 0.1643
H 6.14313 -3.64819 1.39898 -0.906 0.392 1.023 0.0934
H -5.80472 -2.93252 3.03298 0.511 0.039 -0.642 0.0963
H 4.43421 -1.00763 4.80421 -0.339 -0.731 -1.210 0.1088
H 0.60791 -3.26079 0.99636 -0.552 -0.209 -1.483 0.0570
H -1.28386 -7.04422 2.57451 1.060 1.825 0.493 0.1119
H 2.92251 -1.20710 -2.24543 0.581 2.156 0.605 0.1345
H -6.73550 3.11963 -1.24373 -8.118 7.106 -4.739 -0.0313
H 1.92547 -2.91752 3.19340 -0.653 -1.167 -1.589 0.0988
H -1.33146 -1.36892 -6.54975 8.483 -18.049 -0.384 -0.0753
H -7.48776 1.57126 0.14644 -1.106 -1.603 0.982 0.0694



78
Properties=species:S:1:pos:R:3:forces:R:3:lowdin_charge:R:1 method="wB97M-V/def2-TZVPD" multiplicity=1 e_above_lowest_ev=20.584 charge=0 total_energy_ev=-52328.527 smiles=Fc1ccccc1.Fc1ccccc1.Fc1ccccc1.CC#N.CC#N.CC#N.CC#N.CC#N.CC#N.CC#N homo_lumo_gap_ev=8.38
F 19.87112 18.43634 15.90238 -1.489 -8.164 1.154 -0.0899
F 22.99993 13.99440 9.28273 0.670 -0.082 -0.486 0.0614
F 15.21511 11.67261 15.19793 0.171 0.061 -0.241 0.0530
N 20.90430 17.58294 12.17330 3.110 2.368 -4.461 0.1209
N 16.12217 18.18598 17.10360 -0.627 -0.560 -2.041 0.1436
N 18.15902 15.30030 10.93932 -1.489 -0.517 -3.507 0.1728
N 20.15516 20.13759 13.26690 -1.872 1.197 2.783 0.1821
N 24.10805 19.37409 13.86752 -2.956 -0.733 1.416 0.1361
N 19.71315 12.52363 15.16048 0.145 -0.973 0.996 0.2010
N 17.08723 14.92337 17.24252 -5.783 5.437 10.412 -0.0097
C 19.59298 17.24560 15.44170 -0.907 -4.020 -1.706 -0.2493
C 15.97086 17.32460 16.33752 0.563 0.908 0.146 -0.1877
C 15.60832 12.69804 14.40742 -0.396 1.185 0.144 -0.2463
C 18.39166 15.13174 15.46348 2.803 1.083 -2.407 -0.1335
C 20.42410 13.61824 12.46240 2.350 -2.577 0.039 -0.2030
C 18.21919 17.40540 12.43155 -1.349 0.048 0.275 -0.0309
C 21.78644 13.53780 12.69886 0.060 -0.118 -2.146 -0.0220
C 16.40488 14.82072 12.87406 -0.331 0.284 0.081 -0.0944
C 18.93755 14.77066 14.22504 0.976 3.294 1.998 -0.1409
C 20.76510 13.87049 10.06236 1.160 0.126 1.934 0.0488
C 16.80300 16.73258 19.16614 -0.267 0.686 0.739 -0.0577
C 15.91780 16.22978 15.34105 -0.882 1.807 0.619 -0.0838
C 19.90389 20.25240 14.40227 -1.294 1.873 -2.913 -0.1954
C 18.93335 13.50208 17.47418 1.675 -2.987 0.280 -0.0576
C 18.12588 16.23060 11.56244 1.962 4.605 1.111 -0.2331
C 14.73694 13.79228 14.26780 0.375 -0.442 -0.499 -0.0146
C 17.26946 13.73462 12.98949 -2.619 -1.767 -0.306 -0.0929
C 15.18883 14.87363 13.51998 -0.519 -2.076 -1.113 -0.1516
C 21.38992 18.57258 11.78958 -0.356 -0.980 -0.171 -0.1677
C 19.94887 13.78055 11.19951 0.462 -1.477 -2.340 -0.1346
C 22.17847 13.79705 10.31285 -3.417 0.794 -1.506 -0.3041
C 16.95649 15.69309 18.17363 -0.264 -4.535 -4.326 -0.1173
C 23.08007 19.15446 14.39945 2.984 1.141 -1.032 -0.2023
C 20.10532 16.90086 14.23816 0.718 -2.057 0.337 -0.0763
C 22.65800 13.66520 11.55713 0.421 -0.402 3.431 -0.0114
C 16.87004 12.67458 13.82285 -1.212 -0.290 -0.105 0.0136
C 19.37721 12.90563 16.19147 0.744 -0.180 1.145 -0.1810
C 19.81168 15.66814 13.61243 -0.224 0.903 1.950 -0.0491
C 21.99967 19.82798 11.32270 0.360 0.068 -0.125 -0.0655
C 19.48814 20.31758 15.79223 -1.339 4.244 0.613 -0.0529
C 21.78919 18.94437 15.07011 3.506 -0.230 -0.748 -0.1240
C 18.73653 16.37551 16.05502 -0.589 -1.019 0.525 0.0160
H 17.60547 18.24239 12.09853 -0.033 -0.091 -0.173 0.1102
H 21.66624 20.13558 10.33158 -0.036 -0.521 -0.139 0.0861
H 23.72507 13.70629 11.71862 0.158 -0.144 -0.095 0.1115
H 20.79865 17.57159 13.75257 -0.993 -1.831 0.618 0.0229
H 17.84945 13.60505 17.42270 1.042 -0.642 0.396 0.0354
H 19.08144 12.79304 18.28870 0.316 -0.351 -0.035 0.0964
H 16.05122 17.45771 18.85454 0.076 -0.420 -0.106 0.0459
H 21.12109 18.63376 14.26683 1.376 0.939 1.398 0.0063
H 21.72203 20.66298 11.96597 0.212 -0.421 0.068 0.0549
H 20.28774 14.13755 9.13112 0.411 -0.265 -0.309 0.1111
H 17.86263 17.01788 13.38591 -0.450 0.483 0.004 0.0649
H 19.50225 21.26946 16.32311 0.047 0.585 -0.873 0.1071
H 14.87792 15.95631 15.16225 0.377 0.515 0.855 0.0795
H 18.16984 13.54231 12.42494 -0.956 0.322 -0.295 0.0756
H 19.23661 17.70318 12.68505 -1.035 0.131 -1.151 0.0162
H 17.46108 11.79154 14.01606 0.261 0.036 -0.228 0.1202
H 21.39150 19.86114 15.50541 1.833 -0.506 0.009 0.0713
H 16.69799 15.73451 12.37858 -1.057 -1.024 0.296 0.0602
H 19.48954 14.39533 17.75854 -0.326 0.030 -0.508 0.1064
H 14.58479 15.76568 13.44396 -0.138 -0.286 -0.510 0.1196
H 18.82399 13.79150 13.78374 -1.019 1.741 2.335 0.0109
H 16.44069 16.44356 20.15270 0.715 -0.658 0.029 0.0952
H 16.33372 16.57165 14.39329 -0.178 0.387 0.498 0.0761
H 16.50055 15.36753 15.66512 -1.238 0.794 -0.490 0.0423
H 20.26177 15.38305 12.67300 -0.077 1.281 0.524 0.0865
H 13.75216 13.85769 14.70636 0.018 -0.439 0.276 0.1213
H 17.71695 17.32644 19.17707 0.163 -0.127 0.438 0.0991
H 21.91498 18.14308 15.79827 0.253 0.179 -0.081 0.1304
H 17.81223 14.38534 15.98648 0.805 0.723 -1.848 0.0395
H 19.78921 13.54954 13.33337 2.268 -1.332 -1.943 0.0039
H 18.46849 19.93272 15.80956 -0.128 0.271 0.266 0.1076
H 18.28946 16.62475 17.00602 0.682 0.406 -0.447 0.0781
H 18.88543 13.86794 11.03261 1.100 -1.031 -0.255 0.0347
H 20.09923 19.57068 16.29898 -0.153 5.217 1.734 0.0258
H 23.08303 19.70869 11.33659 -0.028 0.000 -0.104 0.0738
H 22.06750 13.36225 13.72677 0.698 0.125 -0.105 0.1046



- What is the charge in the second record?
  0



- The lowest charge belongs to which entry?
  C37H40N7O15